# 1
Computed, not measured: a molecular structure, C5H21FeN10O6, with the ωB97M-V functional and the def2-TZVPD basis.

Summary:
**E_HOMO (alpha / beta)**: -14.69 / -14.69 eV
**2S+1**: 6
**Charge**: +2
**⟨S²⟩**: 8.760

Each line ends with the Mulliken spin population.
Atoms and positions in Å:
Fe -0.6869 -8.8874 -26.1737  3.820
O 0.6687 -10.4141 -26.1897  0.073
H 0.8882 -11.2130 -26.7076  0.004
C -1.5270 -10.5868 -28.7689  0.000
O -1.0473 -9.5631 -28.2498  0.040
N -2.2633 -11.4938 -28.1471  0.002
N -1.4335 -10.8350 -30.0679  0.004
H -2.2413 -11.4242 -27.1398  0.001
H -2.5944 -12.3498 -28.5689  0.000
H -0.7790 -10.3111 -30.6312  0.000
H -1.6399 -11.7477 -30.4480  0.000
C 2.4103 -11.5208 -21.8107  0.000
O 2.7081 -10.9814 -20.6980  0.002
N 2.2549 -12.8220 -22.0569  0.000
N 2.0244 -10.6905 -22.7720  0.001
H 1.6854 -13.2724 -22.7589  0.000
H 2.7276 -13.4034 -21.3796  0.000
H 2.0066 -10.9891 -23.7367  -0.004
H 1.9638 -9.7499 -22.4091  -0.001
C 2.8736 -13.9294 -28.7962  0.000
O 2.1176 -14.7967 -28.4662  0.000
N 4.0813 -14.1462 -29.2279  0.000
N 2.7818 -12.6318 -28.7351  0.000
H 4.2464 -15.1413 -29.1772  0.000
H 4.7255 -13.3685 -29.2174  0.000
H 1.8261 -12.3982 -28.5068  0.000
H 3.4961 -12.0924 -29.2030  0.000
C 3.8587 -11.1710 -25.2837  -0.010
O 5.0876 -11.3597 -25.0588  0.926
N 2.9938 -12.1195 -25.3650  0.027
N 3.3108 -10.0336 -25.6091  0.052
H 2.0457 -11.8203 -25.5431  0.007
H 3.1928 -13.0844 -25.1425  0.002
H 2.3063 -9.9553 -25.6787  0.009
H 3.9640 -9.3016 -25.8492  -0.002
C -2.0075 -11.0237 -24.4195  0.003
O -2.0871 -10.1801 -25.2945  0.036
N -1.0279 -11.8249 -24.3654  0.002
N -2.8254 -11.0291 -23.3464  0.004
H -0.8218 -12.5218 -23.6640  0.002
H -0.2879 -11.6893 -25.0393  0.002
H -2.7616 -11.6749 -22.5725  0.000
H -3.5949 -10.3752 -23.3274  0.000


# 2
Computed, not measured: 5 unconnected molecules or ions with the total composition C5H21N2O5, with the ωB97M-V functional and the def2-TZVPD basis.

Summary:
**E_HOMO**: -12.89 eV
**2S+1**: 1
**Charge**: +1

Each line ends with the Löwdin charge.
Atoms and positions in Å:
O 0.9848 -0.4496 2.0711  0.062
C -0.0757 0.0717 1.8304  -0.434
N -1.1201 0.1521 2.7828  0.003
C -2.0786 1.2596 2.7564  -0.083
C -0.4612 0.3795 0.3657  -0.006
N -0.1463 -0.9308 -0.3488  0.035
C 1.2716 -1.1865 -0.5712  -0.187
C 1.8864 -0.4888 -1.8238  -0.069
H -0.9995 -0.2161 3.7516  0.160
H -1.8050 2.0953 3.3761  0.081
H -1.9756 1.6820 1.7843  0.042
H -3.1606 0.7057 2.8456  0.154
H -1.5063 0.5985 0.4096  0.099
H 0.3126 1.0956 -0.0342  0.160
H -0.7045 -0.9420 -1.2630  0.159
H -0.6043 -1.6616 0.0401  0.092
H 1.8366 -0.7508 0.3789  0.139
H 1.2115 -2.2218 -0.7605  0.100
H 2.1618 0.6164 -1.7746  0.085
H 1.2562 -0.7325 -2.6989  0.075
H 2.8315 -0.9348 -2.1245  0.076
H -1.6071 3.3135 -2.4703  0.030
H -0.4993 3.1151 -3.3162  0.060
O -1.2439 2.6491 -2.9830  0.021
H -0.4577 -4.4906 0.3110  0.075
H 0.2225 -4.1518 1.7297  0.092
O -0.0514 -3.7579 0.8453  -0.086
H -1.4978 1.0294 -2.4087  -0.001
H -2.3967 -0.2583 -2.7621  0.029
O -1.8569 0.1776 -2.1727  -0.010
H 3.9638 1.7025 0.3757  0.000
H 3.1320 1.2639 1.4073  0.052
O 3.1771 1.2664 0.4511  -0.003


Record order is preserved below.
Energy relative to the best compared isomer or geometry (same formula, charge and spin): 141.0; 77.9 kcal/mol
Record order is preserved below.
E_tot: -2465.26684; -688.53924 Ha